Below is an isolated molecule of C16H17NO6S, with properties calculated with the ωB97M-V functional and the def2-TZVPD basis.

```
! wB97M-V def2-TZVPD RIJCOSX def2/J DEFGRID3
* xyz 0 1
C -2.02366 1.50267 4.51970
H -2.32423 1.71707 5.54379
H -2.26847 2.35944 3.88393
H -2.56032 0.61819 4.16234
O -0.63494 1.27823 4.57432
C 0.01927 0.97289 3.42849
C -0.56538 0.87388 2.17645
C 0.19524 0.55110 1.05672
C 1.54187 0.33107 1.20671
C 2.15623 0.42533 2.44680
C 1.41322 0.74621 3.56905
O 1.90460 0.86725 4.82321
C 3.28278 0.64813 5.02254
H 3.44923 0.79654 6.08811
H 3.88808 1.36168 4.45558
H 3.57007 -0.37089 4.74681
H 3.21726 0.24770 2.49098
S 2.63678 -0.12215 -0.13590
O 2.86853 -1.53350 -0.07810
O 3.77061 0.75414 -0.10638
N 1.83555 0.27420 -1.54262
C 0.72519 -0.34135 -2.10912
C 0.04010 0.29047 -3.14024
C -1.06855 -0.30865 -3.72292
C -1.49356 -1.56306 -3.27915
C -0.81358 -2.17924 -2.23647
C 0.28094 -1.57932 -1.64790
H 0.81564 -2.06956 -0.85273
H -1.16060 -3.14342 -1.90239
O -2.56377 -2.21382 -3.84972
C -2.92088 -1.68210 -5.10463
C -2.98674 -0.15716 -5.02935
H -3.27948 0.27645 -5.98671
O -1.71582 0.37277 -4.72203
H -3.71039 0.13395 -4.25540
H -3.89256 -2.10835 -5.35806
H -2.17999 -1.97344 -5.86209
H 0.35484 1.25335 -3.51080
H 2.09561 1.17514 -1.90666
H -0.27644 0.47370 0.09113
H -1.62227 1.04443 2.05271
*
```

Results
SMILES: COc1ccc(S(=O)(=O)Nc2ccc3c(c2)OCCO3)cc1OC
Orbital gap in eV: 8.64
HOMO energy in Eh: -0.293